[1]
Computed, not measured: a cluster of 7 separate species, C34H83N5O9 in total, with wB97M-V/def2-TZVPD.

XYZ file:
```
131
Properties=species:S:1:pos:R:3:lowdin_charge:R:1
C -3.855 -5.830 3.661 -0.0497
C -3.723 -4.300 3.470 -0.4469
C -4.452 -3.878 2.180 -0.2014
O -3.812 -4.459 1.032 -0.2103
C -2.645 -3.683 0.608 -0.0721
N -4.284 -3.656 4.645 0.0307
H -4.887 -6.171 3.882 0.0869
H -3.276 -6.090 4.556 0.0773
H -3.463 -6.292 2.768 0.0697
H -2.690 -3.980 3.339 0.1150
H -4.426 -2.813 2.036 0.0995
H -5.488 -4.241 2.177 0.1301
H -2.883 -2.602 0.633 0.0861
H -2.426 -3.979 -0.431 0.0959
H -1.817 -3.907 1.297 0.0761
H -5.151 -4.075 4.906 0.0590
H -4.449 -2.670 4.438 0.0640
C -1.561 2.977 1.751 -0.0773
C -0.566 3.999 2.086 -0.4486
C 0.093 3.717 3.423 -0.1965
O 1.057 4.705 3.810 -0.1972
C 0.496 5.949 4.186 -0.0989
N 0.514 4.070 1.027 0.0596
H -2.184 3.265 0.910 0.0685
H -2.123 2.714 2.673 0.0923
H -1.099 2.048 1.371 0.0806
H -1.075 4.965 2.079 0.1269
H 0.685 2.828 3.269 0.1243
H -0.573 3.626 4.279 0.1222
H 1.326 6.658 4.085 0.0974
H 0.239 5.868 5.206 0.0710
H -0.315 6.265 3.574 0.0681
H 0.933 3.138 1.066 0.0614
H 1.194 4.793 1.149 0.0566
C 3.516 -3.157 -3.526 -0.0443
C 2.425 -2.321 -2.862 -0.4184
C 2.349 -0.966 -3.463 -0.1935
O 1.268 -0.219 -2.935 -0.2396
C 0.874 0.854 -3.728 -0.0913
N 1.113 -3.091 -2.965 0.0639
H 4.475 -2.736 -3.332 0.0602
H 3.259 -3.269 -4.593 0.0869
H 3.421 -4.157 -3.143 0.0751
H 2.626 -2.245 -1.792 0.1021
H 2.183 -1.055 -4.538 0.1277
H 3.248 -0.329 -3.331 0.1410
H 0.497 0.443 -4.671 0.0955
H 1.646 1.519 -4.063 0.0850
H 0.052 1.418 -3.248 0.0956
H 0.982 -3.404 -3.943 0.0832
H 0.409 -2.438 -2.668 0.0337
C -7.021 2.181 -4.676 -0.0585
C -5.913 2.619 -3.753 -0.4844
C -6.692 2.885 -2.397 -0.1513
C -5.797 3.016 -1.144 -0.1555
C -4.917 1.690 -1.118 -0.1165
C -4.041 1.520 -2.379 -0.5630
N -5.035 1.437 -3.458 -0.0202
O -4.221 1.211 -4.723 -0.0490
C -2.869 2.481 -2.544 -0.0249
C -3.430 0.183 -2.201 -0.0731
C -5.233 3.976 -4.113 -0.0179
H -7.734 3.018 -4.718 0.0910
H -7.543 1.288 -4.324 0.0908
H -6.784 2.031 -5.713 0.0718
H -7.360 3.775 -2.471 0.1283
H -7.259 1.960 -2.218 0.1093
H -6.370 3.153 -0.207 0.1135
H -5.076 3.794 -1.297 0.0728
H -5.611 0.842 -1.036 0.1191
H -4.181 1.778 -0.277 0.1196
H -3.209 3.495 -2.390 0.0606
H -2.102 2.461 -1.766 0.0847
H -2.459 2.366 -3.542 0.0812
H -4.145 -0.665 -2.134 0.1035
H -2.681 -0.069 -2.953 0.0811
H -2.833 0.152 -1.275 0.0795
H -5.022 4.639 -3.280 0.0679
H -5.839 4.573 -4.771 0.0743
H -4.267 3.790 -4.568 0.0700
H -4.846 0.673 -5.238 0.0904
C 5.825 1.561 -1.068 -0.0418
C 6.466 0.240 -0.629 -0.5220
C 7.662 0.635 0.315 -0.1272
C 8.169 -0.593 1.019 -0.1632
C 6.950 -1.225 1.789 -0.1295
C 5.894 -1.778 0.823 -0.4660
N 5.486 -0.555 0.050 -0.0755
O 4.452 -0.888 -0.868 -0.0664
C 6.331 -3.073 -0.002 -0.0068
C 4.719 -2.219 1.707 -0.0514
C 6.987 -0.396 -1.926 -0.0278
H 6.506 2.192 -1.620 0.0758
H 5.544 2.136 -0.165 0.0951
H 4.933 1.416 -1.659 0.0693
H 8.244 1.343 -0.252 0.1140
H 7.288 1.223 1.175 0.1211
H 8.931 -0.373 1.743 0.1010
H 8.484 -1.374 0.337 0.0913
H 6.433 -0.441 2.327 0.1076
H 7.223 -1.984 2.536 0.1229
H 6.568 -3.916 0.685 0.0906
H 5.500 -3.390 -0.626 0.0661
H 7.157 -2.935 -0.673 0.0458
H 3.849 -2.526 1.130 0.0690
H 5.065 -3.082 2.299 0.0893
H 4.386 -1.461 2.413 0.0819
H 7.347 0.347 -2.620 0.0736
H 6.211 -0.938 -2.515 0.0832
H 7.747 -1.154 -1.717 0.0647
H 3.664 -0.475 -0.434 0.0736
C -1.926 -0.210 5.529 -0.2405
C -1.926 -0.810 4.131 -0.2192
O -0.596 -0.867 3.531 -0.0858
O -1.253 -1.085 6.439 -0.0690
H -2.919 0.117 5.875 0.1252
H -1.212 0.602 5.411 0.1146
H -2.545 -0.176 3.467 0.1267
H -2.245 -1.860 4.270 0.0930
H -0.080 -1.320 4.211 0.0841
H -1.756 -1.913 6.451 0.0864
C 0.590 -1.666 0.080 -0.2191
C 1.312 -0.600 0.923 -0.1639
O 2.077 0.349 0.109 -0.0890
O -0.365 -1.088 -0.785 -0.0831
H 0.108 -2.365 0.766 0.1116
H 1.222 -2.247 -0.577 0.0847
H 2.071 -1.060 1.573 0.1045
H 0.609 -0.042 1.566 0.0949
H 1.546 0.548 -0.663 0.0612
H 0.106 -0.682 -1.539 0.0466
```

Output
HOMO level, eV: -8.24
Spin multiplicity: 1


[2]
Computed, not measured: a cluster of 8 separate species, C34H84B4F16N3O3P in total, with wB97M-V/def2-TZVPD.

XYZ file:
```
145
Properties=species:S:1:pos:R:3:lowdin_charge:R:1
C -5.020 -5.028 5.953 -0.1083
C -3.683 -5.614 6.351 -0.2581
C -2.689 -4.497 6.757 -0.2255
C -1.993 -3.776 5.609 -0.2802
P -0.892 -2.475 6.039 1.0079
C 0.113 -2.866 7.491 -0.2578
C 1.227 -3.911 7.391 -0.2504
C 0.893 -5.363 7.056 -0.2486
C 0.504 -6.041 8.397 -0.0882
C 0.135 -2.096 4.594 -0.2150
C 0.655 -3.427 3.929 -0.2205
C 1.738 -3.307 2.836 -0.2619
C 2.610 -4.526 2.752 -0.1134
C -1.785 -0.933 6.416 -0.2220
C -3.336 -1.034 6.652 -0.2180
C -4.003 0.346 6.636 -0.2569
C -3.946 1.049 8.006 -0.1102
H -5.377 -4.423 6.791 0.0736
H -5.812 -5.772 5.741 0.0782
H -4.903 -4.402 5.017 0.0972
H -3.272 -6.274 5.563 0.1164
H -3.774 -6.228 7.237 0.0989
H -1.929 -4.939 7.441 0.0954
H -3.266 -3.810 7.329 0.0798
H -2.669 -3.333 4.916 0.0712
H -1.414 -4.461 4.969 0.0944
H -0.611 -3.076 8.299 0.1021
H 0.617 -1.917 7.764 0.1080
H 1.842 -3.856 8.271 0.1103
H 1.863 -3.570 6.561 0.0994
H 1.679 -5.912 6.555 0.1041
H 0.127 -5.398 6.284 0.0789
H -0.098 -5.303 8.954 0.0639
H 1.392 -6.148 8.985 0.0710
H -0.227 -6.830 8.302 0.0701
H 0.929 -1.426 4.964 0.1157
H -0.551 -1.586 3.960 0.0655
H -0.189 -3.877 3.474 0.0949
H 1.013 -4.007 4.773 0.0615
H 2.370 -2.480 3.213 0.1087
H 1.399 -2.888 1.882 0.1170
H 2.106 -5.384 2.278 0.0802
H 2.827 -4.823 3.797 0.0746
H 3.521 -4.279 2.194 0.0797
H -1.639 -0.402 5.484 0.0711
H -1.197 -0.515 7.219 0.0832
H -3.581 -1.608 7.546 0.0972
H -3.754 -1.613 5.768 0.1153
H -5.073 0.190 6.290 0.1359
H -3.550 0.885 5.843 0.0810
H -4.609 0.616 8.762 0.0639
H -4.346 2.062 7.871 0.0635
H -2.853 1.142 8.402 0.0984
C 1.087 -1.746 -6.933 0.0256
N 2.340 -1.580 -6.064 -0.2922
C 3.323 -2.596 -6.627 -0.0245
C 2.959 -0.179 -6.328 0.0560
C 2.231 -2.016 -4.609 -0.0790
C 1.461 -1.031 -3.664 -0.1831
O 0.209 -0.595 -4.202 -0.0670
H 0.362 -1.054 -6.553 0.0750
H 0.714 -2.763 -6.984 0.1048
H 1.253 -1.379 -7.946 0.1099
H 2.895 -3.586 -6.459 0.1018
H 4.283 -2.441 -6.148 0.1012
H 3.511 -2.408 -7.711 0.1181
H 3.756 -0.109 -5.641 0.0860
H 2.213 0.584 -6.093 0.0805
H 3.197 -0.058 -7.394 0.1162
H 3.189 -2.183 -4.168 0.1108
H 1.718 -2.997 -4.692 0.1374
H 2.113 -0.173 -3.537 0.0738
H 1.424 -1.468 -2.624 0.1509
H -0.455 -0.299 -3.565 0.0438
C 2.351 3.676 -4.229 0.0011
N 3.268 4.688 -4.793 -0.3386
C 4.159 5.231 -3.679 0.0285
C 4.226 4.010 -5.772 0.0351
C 2.514 5.800 -5.437 -0.1177
C 1.336 5.475 -6.324 -0.2041
O 1.739 4.751 -7.495 -0.0648
H 1.705 3.406 -5.068 0.0978
H 1.804 4.105 -3.424 0.0665
H 2.993 2.873 -3.846 0.0865
H 4.809 6.026 -4.054 0.1098
H 4.668 4.405 -3.203 0.0952
H 3.402 5.565 -2.931 0.1186
H 3.565 3.559 -6.514 0.1012
H 4.803 3.293 -5.215 0.0792
H 4.901 4.800 -6.162 0.1157
H 3.228 6.449 -5.908 0.1258
H 2.184 6.431 -4.564 0.1455
H 0.983 6.467 -6.658 0.1366
H 0.533 4.929 -5.792 0.1220
H 1.008 4.198 -7.793 0.0547
C -2.012 3.661 0.743 -0.0337
C -0.895 3.738 -0.378 -0.0900
N -0.925 2.510 -1.295 -0.2750
C 0.260 2.701 -2.118 -0.0128
C -0.863 1.203 -0.587 -0.1774
C 0.052 1.155 0.537 -0.0616
C -2.120 2.545 -2.136 -0.0795
C -2.208 1.567 -3.324 -0.1417
O -2.379 0.190 -2.888 -0.2249
C -2.863 -0.503 -4.016 -0.1060
H -2.138 2.698 1.209 0.0578
H -3.043 3.920 0.384 0.0943
H -1.762 4.374 1.530 0.0814
H 0.026 3.736 0.165 0.1140
H -1.057 4.587 -1.034 0.1143
H 0.283 1.916 -2.855 0.1002
H 1.171 2.621 -1.484 0.1206
H 0.173 3.665 -2.576 0.0717
H -0.671 0.496 -1.383 0.1256
H -1.893 1.103 -0.284 0.1214
H -0.264 0.301 1.228 0.1129
H -0.015 1.962 1.244 0.0661
H 1.146 1.062 0.325 0.0992
H -2.145 3.551 -2.576 0.1195
H -3.019 2.458 -1.523 0.1471
H -1.425 1.617 -4.064 0.1106
H -3.137 1.720 -3.896 0.1397
H -2.461 -0.029 -4.923 0.0884
H -3.958 -0.392 -4.047 0.1046
H -2.439 -1.511 -3.941 0.0991
B -3.229 -0.603 2.942 -1.3161
F -2.834 -0.592 1.618 0.1297
F -2.611 0.452 3.637 0.0902
F -4.599 -0.532 3.112 0.1379
F -2.697 -1.786 3.488 0.0808
B -0.037 1.797 -7.258 -1.2164
F 0.602 1.744 -5.951 0.0366
F 0.990 1.392 -8.161 0.0738
F -1.105 0.930 -7.387 0.1370
F -0.409 3.111 -7.556 0.1242
B -1.083 6.036 -3.477 -1.0744
F -1.049 6.864 -4.674 0.0510
F -1.770 6.612 -2.345 0.0645
F -1.677 4.778 -3.870 0.0563
F 0.283 5.793 -3.089 0.0502
B 4.080 0.874 -2.355 -1.1326
F 4.952 0.964 -1.273 0.1230
F 4.102 -0.440 -2.800 0.1203
F 2.717 1.216 -1.986 0.0451
F 4.475 1.850 -3.412 -0.0009
```

Output
HOMO level, eV: -9.66
Spin multiplicity: 1


[3]
Computed, not measured: a structure of composition C34H85Hg2O17, with wB97M-V/def2-TZVPD.

XYZ file:
```
138
Properties=species:S:1:pos:R:3:lowdin_charge:R:1
Hg 3.211 1.304 0.846 1.3534
Hg 1.257 -2.417 1.778 1.3586
C -0.641 -0.698 0.227 -0.0902
C 0.731 -0.247 -0.138 -0.3302
O 1.685 -0.560 0.950 -0.4897
H -0.914 -0.128 1.187 0.1017
H -0.754 -1.771 0.414 0.0488
H -1.305 -0.462 -0.582 0.0778
H 0.803 0.808 -0.263 0.0626
H 1.101 -0.761 -1.017 0.1129
C -4.728 -2.652 -0.172 -0.0951
O -4.411 -1.503 -0.918 -0.1879
C -5.005 -1.480 -2.185 -0.2280
C -5.563 -0.121 -2.417 -0.2149
O -5.982 0.033 -3.767 -0.1979
C -7.345 -0.211 -3.991 -0.0984
H -5.811 -2.651 0.074 0.1106
H -4.291 -2.569 0.795 0.0357
H -4.493 -3.582 -0.694 0.1010
H -5.901 -2.117 -2.235 0.1337
H -4.270 -1.720 -2.958 0.1227
H -4.754 0.608 -2.245 0.1123
H -6.361 0.084 -1.637 0.1543
H -7.652 -0.068 -5.070 0.1186
H -7.892 0.420 -3.314 0.0794
H -7.602 -1.246 -3.726 0.0864
C 4.904 -0.120 3.370 -0.0245
O 4.677 1.083 2.586 -0.3248
C 4.547 2.287 3.327 -0.1629
C 5.154 3.365 2.382 -0.1497
O 4.222 3.540 1.321 -0.3018
C 4.528 4.516 0.289 -0.0260
H 4.217 -0.196 4.219 0.0981
H 5.986 0.005 3.692 0.1395
H 4.680 -0.984 2.728 0.0714
H 5.177 2.197 4.215 0.1390
H 3.488 2.505 3.629 0.1338
H 6.113 3.027 1.950 0.1388
H 5.360 4.350 2.898 0.1617
H 5.637 4.488 0.133 0.1149
H 4.218 5.512 0.609 0.1038
H 3.915 4.230 -0.609 0.0905
C 0.057 -0.478 -4.669 -0.1223
O -1.179 -0.933 -4.168 -0.1925
C -2.184 -1.053 -5.132 -0.1851
C -2.969 0.251 -5.424 -0.1950
O -2.104 1.250 -5.951 -0.2183
C -2.827 2.155 -6.834 -0.0567
H -0.001 0.625 -4.878 0.0921
H 0.383 -0.933 -5.599 0.0917
H 0.849 -0.589 -3.929 0.0618
H -2.895 -1.770 -4.806 0.1034
H -1.687 -1.344 -6.045 0.1244
H -3.513 0.624 -4.613 0.0839
H -3.706 -0.165 -6.147 0.1411
H -3.114 1.574 -7.730 0.1000
H -2.206 2.983 -7.138 0.0800
H -3.691 2.517 -6.252 0.0939
C 3.567 -4.288 3.814 -0.0441
O 2.649 -4.301 2.730 -0.3072
C 2.451 -5.564 2.108 -0.1752
C 2.206 -5.414 0.601 -0.1832
O 1.315 -4.357 0.275 -0.3169
C 0.659 -4.402 -1.069 0.0064
H 4.035 -3.304 3.849 0.0828
H 4.381 -4.988 3.622 0.1130
H 3.019 -4.422 4.721 0.0857
H 1.602 -6.105 2.601 0.1479
H 3.319 -6.179 2.183 0.1248
H 1.922 -6.415 0.194 0.1562
H 3.229 -5.214 0.172 0.1462
H -0.116 -5.183 -1.059 0.1043
H 1.358 -4.564 -1.890 0.1041
H 0.128 -3.433 -1.059 0.0799
C 0.185 -3.973 4.392 -0.0208
O -0.219 -3.528 3.056 -0.3421
C -1.508 -4.026 2.528 -0.0915
C -2.610 -2.999 2.807 -0.2430
O -2.680 -2.884 4.178 -0.1821
C -3.984 -2.528 4.585 -0.0710
H 0.587 -3.115 4.918 0.1077
H 0.917 -4.780 4.271 0.0745
H -0.611 -4.439 4.908 0.0913
H -1.677 -4.916 3.167 0.1478
H -1.388 -4.330 1.496 0.1183
H -3.567 -3.390 2.418 0.1103
H -2.527 -2.019 2.275 0.1312
H -4.125 -2.680 5.657 0.0996
H -4.793 -3.109 4.096 0.1044
H -4.071 -1.439 4.336 0.1097
C -1.615 4.249 4.049 -0.0827
O -1.250 2.920 3.714 -0.2295
C 0.023 2.514 4.279 -0.1828
C 0.693 1.573 3.359 -0.1715
O 1.569 2.253 2.439 -0.2854
C 0.866 3.198 1.652 -0.0570
H -2.691 4.351 3.789 0.1124
H -0.927 4.870 3.435 0.0827
H -1.410 4.495 5.124 0.1100
H -0.160 1.987 5.236 0.1471
H 0.667 3.384 4.476 0.1430
H -0.045 0.925 2.820 0.1295
H 1.406 0.904 3.845 0.1253
H 0.212 2.630 1.026 0.0647
H 1.524 3.767 0.949 0.1021
H 0.292 3.935 2.229 0.0902
C 5.179 -1.209 -0.473 -0.0472
O 5.039 0.176 -0.372 -0.2775
C 5.512 1.112 -1.290 -0.1736
C 4.360 1.378 -2.229 -0.0812
O 3.260 1.809 -1.314 -0.3351
C 2.210 2.571 -1.993 -0.0203
H 5.999 -1.341 -1.193 0.1191
H 4.295 -1.714 -0.806 0.0820
H 5.414 -1.542 0.536 0.0891
H 6.459 0.913 -1.853 0.1673
H 5.743 1.995 -0.705 0.1180
H 4.079 0.485 -2.755 0.1328
H 4.442 2.179 -2.966 0.1417
H 1.597 1.956 -2.563 0.0667
H 2.632 3.331 -2.649 0.1114
H 1.728 3.103 -1.183 0.0804
C -2.280 1.900 0.363 -0.0879
O -1.169 1.888 -0.482 -0.2461
C -1.492 1.722 -1.834 -0.2358
C -1.981 2.965 -2.308 -0.2428
O -1.037 4.023 -2.153 -0.1837
C -1.496 5.238 -2.838 -0.0422
H -3.022 2.677 0.081 0.1142
H -2.015 2.086 1.378 0.0674
H -2.734 0.919 0.413 0.0824
H -2.277 0.958 -2.049 0.1425
H -0.595 1.376 -2.331 0.1146
H -2.930 3.179 -1.772 0.1363
H -2.126 2.810 -3.366 0.1313
H -1.042 5.178 -3.826 0.0903
H -1.123 6.123 -2.321 0.0861
H -2.583 5.278 -2.818 0.0897
```

Output
Charge: +3
Relative energy (zero: lowest compared OMol25 entry of this formula, charge and spin), kcal per mole: 11.1
HOMO level, eV: -14.52
Spin multiplicity: 1